[1]
17
Properties=species:S:1:pos:R:3 method="wB97M-V/def2-TZVPD" de_lowest_kj_mol=375.69 charge=0 e_homo_ha="-0.2904 / -0.2904" orbital_gap_ev="8.61 / 8.61"
C -1.32862 0.11671 -0.61921
C 0.54227 -0.69122 0.40434
C -0.26336 -0.68869 -0.78828
C 0.20500 -1.26689 -2.04521
C 0.57261 0.23342 2.75359
N -1.08714 0.62781 1.19319
N 0.00529 -0.02051 1.41104
Br -2.78032 0.48579 -1.65084
Br 0.32329 2.70345 -2.09324
H -0.88983 2.82383 -1.47731
H 1.55038 -1.02261 0.63445
H -0.55847 -1.86358 -2.53896
H 1.12373 -1.80081 -1.81740
H 0.41670 -0.51196 -2.75625
H 0.79490 -0.67092 3.36323
H 1.47966 0.72984 2.74184
H -0.10610 0.81637 3.28502

***

[2]
16
Properties=species:S:1:pos:R:3 method="wB97M-V/def2-TZVPD" de_lowest_kj_mol=138.35 charge=0 e_homo_ha=-0.3309 orbital_gap_ev=9.52
C -1.60892 0.20848 0.37673
C -0.63171 -0.59387 0.53860
C 0.71872 -0.28714 1.12213
C 1.73411 -0.43292 -0.02084
C 1.63408 -0.20139 -1.27137
O 0.59017 0.33956 -2.00235
Br 3.05090 -0.37659 -2.49688
H -2.55276 -0.19959 0.06410
H -1.60863 1.14303 0.84010
H -0.86485 -1.61760 0.07655
H 0.77047 0.69856 1.60456
H 1.10143 -1.04950 1.86170
H 2.68472 -0.87019 0.35458
H -0.26747 0.45322 -1.50021
Br 5.42364 -0.34124 1.88732
H 5.42489 0.99125 2.46808

***

[3]
16
Properties=species:S:1:pos:R:3 method="wB97M-V/def2-TZVPD" de_lowest_kj_mol=377.65 charge=0 e_homo_ha=-0.3665 orbital_gap_ev=10.22
C 1.33103 0.86695 -0.61408
C -0.07967 0.97640 -0.84636
C 2.30350 2.06353 -0.70417
C -2.53435 -2.73579 1.25300
C -1.59861 -1.80639 1.39413
O 0.48967 0.67284 0.43345
Br 2.34717 -0.64322 -1.10836
Br -0.79194 2.62962 -1.41469
H 2.02177 2.48083 -1.63359
H 3.45689 1.89348 -0.66505
H 2.10364 2.76733 0.10153
H -2.79903 -3.46797 1.94974
H -0.75184 -0.30281 -1.36205
H -3.18352 -2.58049 0.38778
H -1.30812 -1.20440 0.57938
H -1.00659 -1.60990 2.24935

***

[4]
16
Properties=species:S:1:pos:R:3 method="wB97M-V/def2-TZVPD" de_lowest_kj_mol=411.83 smiles="[NH3+][C@H]1C=CC=CN1Br" charge=+1 e_homo_ha=-0.4589 orbital_gap_ev=8.19
N 0.70783 1.14745 1.25283
C -0.53337 0.18722 0.95681
C -1.22056 0.65462 -0.22343
C -0.66422 0.50014 -1.45605
C 0.46809 -0.39893 -1.69154
C 0.68265 -1.32588 -0.76301
N 0.31457 -1.23581 0.52088
Br 0.01519 -2.70582 1.75197
H 1.18274 1.18391 0.41032
H 1.26085 0.70140 1.88051
H 0.36576 2.12249 1.54661
H -1.28429 -0.02412 1.79438
H -2.21719 1.26167 -0.01474
H -1.10868 0.87332 -2.36266
H 0.93240 -0.64586 -2.71667
H 1.09823 -2.29578 -0.88621

***

[5]
16
Properties=species:S:1:pos:R:3 method="wB97M-V/def2-TZVPD" de_lowest_kj_mol=518.19 charge=+1 e_homo_ha=-0.4019 orbital_gap_ev=6.18
C 0.94257 -0.97579 -0.84646
C 0.23970 -2.11580 -0.67569
C -1.61909 -2.37530 0.93577
C 0.87280 0.25676 -0.03555
C -0.15293 1.28967 -0.56512
N -0.71548 -2.27985 0.22359
N 0.05433 2.55147 0.26111
Br -2.01078 0.74070 -0.09733
H 1.63167 -0.95923 -1.67837
H 0.40428 -2.99674 -1.28471
H -2.46179 -2.49077 1.56022
H 0.67973 0.00717 1.01736
H 1.84664 0.75125 -0.10872
H 0.06970 2.41923 1.28764
H -0.71708 3.19092 0.03693
H 0.93573 2.98632 -0.03065

***

[6]
15
Properties=species:S:1:pos:R:3 method="wB97M-V/def2-TZVPD" de_lowest_kj_mol=192.63 smiles=CC(Cl)Cl.C#CC charge=0 e_homo_ha=-0.3764 orbital_gap_ev=11.00
C 1.61078 -1.79076 0.06073
C 1.60134 -0.29098 -0.10558
Cl 2.40802 0.17169 -1.63403
Cl 2.44881 0.49196 1.25362
H 1.08792 -2.25853 -0.76868
H 1.12419 -2.05850 1.00060
H 2.63430 -2.15730 0.08265
H 0.60020 0.14112 -0.14362
C -1.44261 2.72446 -0.05872
C -1.81041 1.58917 0.01488
C -2.19506 0.19536 0.09384
H -1.17668 3.73601 -0.13588
H -3.27738 0.11256 0.19278
H -1.72667 -0.27794 0.95897
H -1.88675 -0.32831 -0.81155

***

[7]
17
Properties=species:S:1:pos:R:3 method="wB97M-V/def2-TZVPD" de_lowest_kj_mol=0.00 charge=0 e_homo_ha=-0.2948 orbital_gap_ev=8.59
C -0.09235 0.50985 1.29463
C 1.34273 0.16501 0.93559
C -1.14144 -0.45692 0.61076
C -1.19487 -0.29588 -0.84271
C 0.90778 -0.27757 -1.35707
N 1.44312 0.59832 -0.43144
Cl -2.82379 -0.34971 1.44352
Cl 0.88386 0.42826 -2.91747
I -2.17551 -1.63975 -2.10897
H -0.26916 0.43740 2.28568
H -0.45562 1.50989 0.85588
H 2.14102 0.89256 1.41004
H 1.48597 -0.86391 1.04154
H -0.88486 -1.45166 0.68982
H -1.36128 0.68083 -1.05039
H 1.11651 -1.43788 -1.31141
H 1.07788 1.55117 -0.54799

***

[8]
15
Properties=species:S:1:pos:R:3 method="wB97M-V/def2-TZVPD" de_lowest_kj_mol=781.22 charge=0 e_homo_ha=-0.3937 orbital_gap_ev=10.98
C 1.44455 -0.79279 -0.38989
C 0.05003 -0.31877 -0.98651
C -0.81065 0.52090 -0.02938
C -0.93388 0.00985 1.47886
C -0.31072 1.80024 -0.22938
H 1.36788 -2.14293 0.28814
H 1.96941 -0.91589 -1.53043
H 2.22649 0.12403 0.61002
H 0.39495 0.30149 -2.09695
H -0.65295 -1.32585 -1.28114
H -2.04357 0.34978 2.07313
H -0.45606 -1.31098 1.27408
H -0.05611 0.75750 1.88499
N 0.22731 2.84659 -0.40529
Cl -2.41669 0.09684 -0.66024

***

[9]
15
Properties=species:S:1:pos:R:3 method="wB97M-V/def2-TZVPD" de_lowest_kj_mol=84.40 smiles=Cl[C@@H]1C[C@@H]2N[C@@H]2C1 charge=0 e_homo_ha=-0.3500 orbital_gap_ev=10.46
Cl -2.74729 -0.01865 0.55802
C -1.18184 -0.03585 -0.39344
C -0.26386 -1.26920 -0.19268
C 1.13347 -0.77190 0.02735
N 1.31725 -0.02783 1.31290
C 1.10155 0.77679 0.10546
C -0.34239 1.22447 -0.23460
H -1.50846 0.02564 -1.42646
H -0.38293 -1.82148 -1.09943
H -0.58989 -1.95907 0.52863
H 2.01136 -1.29907 -0.27751
H 0.46753 0.02010 1.88405
H 1.91153 1.43864 -0.17230
H -0.64928 1.93033 0.59183
H -0.27675 1.78709 -1.21181

***

[10]
16
Properties=species:S:1:pos:R:3 method="wB97M-V/def2-TZVPD" de_lowest_kj_mol=241.58 smiles=Cl[C@H]1[C@H]2NCCO[C@@H]12 charge=0 e_homo_ha=-0.3149 orbital_gap_ev=9.44
Cl 2.53992 -0.62504 -0.64893
C 1.71567 0.40796 0.55013
C 0.41092 1.10297 0.25631
N -0.35892 0.93729 -0.89904
C -1.47386 -0.05132 -0.78336
C -0.85205 -1.33134 -0.25664
O -0.17784 -1.15763 1.04157
C 0.46214 0.02937 1.27955
H 2.43610 1.01066 1.01287
H 0.45919 2.15717 0.62249
H 0.18981 0.89591 -1.71516
H -2.21985 0.36493 -0.06952
H -1.97555 -0.26114 -1.75160
H -1.57750 -2.12647 0.00117
H -0.09642 -1.65039 -1.01161
H 0.51825 0.29709 2.37178

***

[11]
17
Properties=species:S:1:pos:R:3 method="wB97M-V/def2-TZVPD" de_lowest_kj_mol=123.07 smiles="C[C@@H](O)[C@@H]1C(=O)N[C@H]1Cl" charge=0 e_homo_ha=-0.3740 orbital_gap_ev=10.94
C -1.35585 1.44463 0.15228
C -1.17391 -0.00332 0.01592
O -2.14426 -0.52685 -0.89994
C 0.20227 -0.39627 -0.48614
C 0.93668 -1.67958 -0.07137
O 0.73110 -2.85248 0.03581
N 2.02802 -0.98743 0.34349
C 1.50012 0.38956 0.29974
Cl 2.48487 1.65425 -0.48746
H -0.50012 2.03547 0.41868
H -2.15143 1.77409 0.83345
H -1.68792 1.86854 -0.71920
H -1.28871 -0.48229 1.08990
H -1.87184 -1.33817 -1.13746
H 0.27604 -0.27704 -1.51764
H 2.84797 -1.42970 0.80921
H 1.16697 0.80660 1.32071

***

[12]
16
Properties=species:S:1:pos:R:3 method="wB97M-V/def2-TZVPD" de_lowest_kj_mol=90.79 smiles="C[C@@]1(CCl)CN1C=S" charge=0 e_homo_ha=-0.3193 orbital_gap_ev=8.97
C 0.22941 1.35512 -0.68068
C 0.34381 0.05483 0.05833
C 1.50086 -0.78893 -0.31981
Cl 3.06351 -0.10263 0.24870
C -0.24978 -0.05632 1.48544
N -0.83475 -0.72530 0.35661
C -2.08155 -0.68146 -0.15300
S -2.32538 -0.55874 -1.76085
H 1.05758 1.99880 -0.38374
H 0.33113 1.11593 -1.73987
H -0.74606 1.82866 -0.47026
H 1.60618 -0.90544 -1.38265
H 1.38057 -1.79682 0.09113
H 0.25255 -0.71179 2.21212
H -0.71506 0.83294 1.81025
H -2.81301 -0.85884 0.62827

***

no.,maximum force (eV/Å)
1,6.097
2,4.725
3,5.377
4,5.361
5,4.789
6,0.594
7,4.506
8,7.285
9,2.807
10,2.292
11,5.243
12,2.090